# C47H133N17O14

14 unconnected molecules or ions with the total composition C47H133N17O14 (the ωB97M-V functional and the def2-TZVPD basis, the Open Molecules 2025 dataset).

As for the total charge: 0. The HOMO-LUMO gap comes out at 9.38 eV. The value obtained for the HOMO energy is -8.91 eV. The calculation puts the LUMO energy at 0.470 eV. The electronic energy comes out at -3854.55224 Ha.

Last column: Löwdin charge in e.
Element x y z (Å)
C -6.2815 -1.5954 1.7823  -0.05
C -5.4539 -1.6920 3.0843  -0.41
C -4.4937 -2.8197 2.9093  -0.26
O -5.1528 -3.9584 2.3708  -0.20
C -4.1754 -4.9904 2.5956  -0.10
N -4.6592 -0.4836 3.1342  0.07
H -6.9233 -0.7167 1.8118  0.08
H -6.9188 -2.5308 1.6076  0.10
H -5.6024 -1.4614 0.9605  0.05
H -6.0576 -1.9715 3.9107  0.13
H -3.9406 -3.0523 3.8253  0.12
H -3.7353 -2.4990 2.1962  0.12
H -3.9715 -5.0648 3.6949  0.10
H -3.2580 -4.7997 2.0186  0.06
H -4.6751 -5.8858 2.2746  0.08
H -4.3061 -0.3524 2.2303  0.02
H -5.1638 0.3198 3.4286  0.07
C -2.4260 1.8571 3.6048  -0.06
C -1.2638 2.7923 3.9026  -0.44
C -0.3455 3.0368 2.6599  -0.23
O 0.3135 1.8510 2.3601  -0.18
C 1.4539 2.1134 1.5066  -0.06
N -1.7151 4.0570 4.4377  0.03
H -2.9773 2.2686 2.7593  0.08
H -3.0471 1.7618 4.5087  0.08
H -2.0957 0.8343 3.3521  0.05
H -0.5924 2.2920 4.5683  0.11
H 0.3896 3.7889 2.9833  0.11
H -0.8978 3.4499 1.7767  0.11
H 1.2421 2.7044 0.5966  0.08
H 1.8093 1.2195 1.1172  0.05
H 2.2905 2.5911 2.0401  0.07
H -1.0739 4.4269 5.1985  0.11
H -2.7008 4.0385 4.7045  0.07
C 0.4955 -5.6042 4.4609  -0.06
C 0.5012 -4.3118 5.2776  -0.44
C 0.2193 -3.2517 4.2367  -0.25
O 0.3417 -2.0124 4.8179  -0.22
C -0.3584 -0.9768 4.0838  -0.05
N -0.3629 -4.3669 6.4111  0.06
H 1.3242 -5.5411 3.7852  0.07
H -0.3972 -5.7785 3.8932  0.06
H 0.6395 -6.4549 5.1012  0.08
H 1.5121 -4.2143 5.6115  0.12
H -0.8104 -3.4162 3.9398  0.12
H 0.8599 -3.2376 3.3622  0.11
H -0.1083 0.0355 4.4483  0.09
H -1.4308 -1.1335 4.1576  0.08
H -0.0632 -1.0405 3.0310  0.07
H -0.5471 -3.4116 6.6903  0.07
H -1.2329 -4.8552 6.2715  0.07
C -6.0210 -1.2916 -5.0702  -0.03
C -5.4959 -1.3718 -3.6147  -0.44
C -5.3885 -2.8041 -3.1495  -0.21
O -4.7765 -2.7756 -1.8418  -0.23
C -5.0641 -3.9735 -1.1284  -0.07
N -4.2216 -0.6852 -3.5166  0.04
H -5.4040 -2.0114 -5.6307  0.09
H -5.9814 -0.2757 -5.4141  0.07
H -7.0207 -1.6609 -4.9665  0.07
H -6.1892 -0.8997 -2.8616  0.16
H -4.7291 -3.2058 -3.9002  0.09
H -6.3118 -3.3919 -3.2421  0.14
H -6.1339 -4.2245 -1.2935  0.10
H -4.8554 -3.7879 -0.0387  0.09
H -4.4981 -4.7435 -1.5919  0.07
H -3.5904 -1.0872 -4.2470  0.11
H -3.8037 -0.8629 -2.6219  0.03
C 3.0041 -1.2662 2.5171  -0.04
C 3.7960 -1.1778 3.8782  -0.37
C 3.7590 0.3498 4.1984  -0.18
O 4.5500 0.9898 3.1738  -0.22
C 4.7376 2.4055 3.4122  -0.08
N 3.1520 -2.0210 4.8964  0.05
H 2.7658 -2.2978 2.2843  0.07
H 3.6437 -0.9321 1.7537  0.05
H 2.1134 -0.7077 2.5512  0.03
H 4.8345 -1.5688 3.7578  0.14
H 4.2403 0.5730 5.1520  0.12
H 2.6903 0.6745 4.0346  0.13
H 4.8561 2.6292 4.4636  0.08
H 3.9704 3.0093 2.9526  0.04
H 5.6715 2.5624 2.8589  0.09
H 2.1983 -1.6961 5.0022  0.04
H 3.6680 -1.9145 5.7696  0.08
C -0.8635 -5.0371 0.6948  -0.09
C 0.6065 -5.0647 0.4906  -0.42
C 1.0567 -6.4766 0.1351  -0.23
O 2.4225 -6.2824 -0.0259  -0.19
C 3.0709 -7.4313 -0.6457  -0.06
N 0.9641 -4.1846 -0.6411  0.10
H -1.2372 -4.0113 0.8763  0.07
H -1.0046 -5.4918 1.6819  0.06
H -1.5157 -5.6604 -0.0010  0.11
H 1.0905 -4.7106 1.4230  0.13
H 0.5431 -6.9336 -0.6937  0.12
H 0.9194 -7.1520 0.9613  0.12
H 4.0970 -7.4323 -0.2461  0.09
H 3.0919 -7.2657 -1.6982  0.07
H 2.5746 -8.3957 -0.4758  0.09
H 0.4719 -3.3796 -0.5009  -0.01
H 1.9472 -4.1419 -0.8389  0.08
C 2.1901 6.5344 2.0336  -0.04
C 3.0592 5.6266 1.0824  -0.41
C 2.3638 5.2558 -0.1975  -0.16
O 2.9703 4.0649 -0.8132  -0.21
C 2.5194 3.7844 -2.0956  -0.13
N 4.3341 6.3305 0.8825  0.06
H 1.3352 6.0066 2.4028  0.03
H 1.9122 7.4904 1.5256  0.09
H 2.8427 6.7547 2.9079  0.09
H 3.3146 4.7114 1.6299  0.11
H 2.4688 6.0715 -0.9079  0.13
H 1.3240 5.0590 0.0568  0.10
H 2.8983 4.3507 -2.9691  0.10
H 1.4103 3.9746 -2.1765  0.08
H 2.6113 2.7293 -2.3391  0.05
H 4.1438 7.2865 0.8011  0.04
H 4.7808 6.0484 0.0258  0.06
C -1.3092 1.5637 -0.6458  -0.05
C -1.7133 0.1623 -0.6479  -0.43
C -0.8636 -0.6330 0.3052  -0.17
O 0.5605 -0.6091 0.0515  -0.21
C 1.0755 -0.9015 -1.2635  -0.08
N -3.0285 0.0402 0.0367  0.10
H -1.8607 2.2435 -1.3062  0.07
H -0.2886 1.8731 -0.8850  0.08
H -1.5626 1.9609 0.3513  0.08
H -1.8197 -0.2283 -1.6406  0.11
H -1.1571 -1.7366 0.3296  0.12
H -1.0764 -0.2870 1.3248  0.10
H 2.0132 -1.4787 -1.1109  0.09
H 1.2155 0.0694 -1.7587  0.06
H 0.3752 -1.4907 -1.8628  0.07
H -3.3575 -0.8244 -0.2876  0.04
H -3.6046 0.7399 -0.3826  0.04
C -0.0444 1.1926 -4.2694  -0.05
C 0.2821 0.7377 -5.6691  -0.44
C 0.1390 -0.7987 -5.7909  -0.20
O 1.1441 -1.4518 -5.0651  -0.23
C 0.8969 -2.7391 -4.6045  -0.12
N -0.4210 1.4802 -6.6799  0.05
H 0.4270 0.6348 -3.4520  0.05
H -1.1070 1.1059 -4.0598  0.07
H 0.2843 2.1903 -4.1981  0.06
H 1.3406 0.8707 -5.8535  0.13
H 0.1679 -1.0356 -6.8670  0.12
H -0.8317 -1.1772 -5.4472  0.12
H 0.7730 -3.4827 -5.4182  0.10
H -0.0331 -2.7020 -3.9874  0.06
H 1.7236 -2.9171 -3.8446  0.10
H -0.1861 1.1392 -7.6348  0.09
H -1.4032 1.5276 -6.6244  0.05
C 4.0020 0.4121 -2.6453  -0.08
C 4.9839 -0.6343 -3.1320  -0.43
C 5.7251 -1.3822 -1.9716  -0.21
O 6.3642 -0.5676 -1.0075  -0.25
C 6.9407 -1.3019 0.1140  -0.05
N 4.2674 -1.6328 -3.9570  0.04
H 3.1615 0.7377 -3.3596  0.10
H 4.6061 1.3313 -2.3733  0.07
H 3.5192 0.1424 -1.6998  0.06
H 5.7526 -0.0615 -3.7233  0.14
H 6.4040 -2.0999 -2.4544  0.12
H 4.9695 -2.0533 -1.4539  0.13
H 6.4870 -0.9488 1.0823  0.10
H 8.0395 -1.0899 0.1515  0.09
H 6.8030 -2.3957 -0.1103  0.09
H 3.4746 -1.0287 -4.3390  0.07
H 4.8202 -2.0589 -4.6947  0.07
C -1.2007 7.1697 1.7053  -0.07
C -2.1559 6.9041 0.5339  -0.36
C -1.4124 6.4347 -0.7057  -0.24
O -0.5894 7.4510 -1.1830  -0.17
C -0.0087 7.2536 -2.4124  -0.12
N -3.2777 5.8700 0.8362  0.04
H -1.6714 7.7864 2.4985  0.09
H -0.3401 7.7764 1.3277  0.07
H -0.8158 6.2658 2.1665  0.05
H -2.6687 7.8922 0.2617  0.16
H -2.1313 6.0500 -1.4274  0.10
H -0.7951 5.5377 -0.5277  0.11
H -0.7461 7.2954 -3.2828  0.11
H 0.4713 6.2707 -2.4633  0.07
H 0.7062 7.9998 -2.6019  0.07
H -3.5962 5.9613 1.7776  0.05
H -2.7688 4.9644 0.7098  0.06
C 6.4105 3.0476 -1.2613  -0.72
O 6.4252 4.1901 -1.6247  0.04
N 7.2573 2.1906 -1.8419  0.19
N 5.6081 2.5370 -0.2637  0.18
H 7.1969 1.2324 -1.6675  0.05
H 7.9260 2.5481 -2.4420  0.09
H 5.4683 1.5283 -0.4211  0.08
H 4.8172 3.0766 0.0451  0.07
C -2.0726 -4.5176 -3.1356  -0.71
O -2.9475 -4.5804 -3.9790  0.02
N -1.1238 -5.4598 -3.0239  0.18
N -1.9322 -3.3588 -2.4084  0.18
H -1.4513 -6.3325 -3.3833  0.10
H -0.4552 -5.4076 -2.2140  0.09
H -2.7392 -2.7390 -2.4860  0.07
H -1.5778 -3.5114 -1.4757  0.06
C -4.4831 2.8314 -1.8949  -0.71
O -5.1043 2.2190 -1.0091  -0.01
N -4.2300 4.1803 -1.7575  0.15
N -4.3617 2.2995 -3.1150  0.16
H -4.3997 4.5000 -0.8145  0.06
H -3.3823 4.5998 -2.1106  0.06
H -3.6656 2.8067 -3.7262  0.13
H -4.3098 1.2863 -3.1347  0.04

Cartesian forces (eV/Å) of the 6 atoms listed first:
-1.640 -1.585 0.713
-0.065 0.130 -2.575
0.114 0.275 -0.572
1.741 -0.389 1.203
-1.126 -0.102 0.293
0.210 -0.793 2.557